[1]
C30H33BrN8O2V as an isolated structure in a non-equilibrium geometry, computed with wB97M-V/def2-TZVPD.

Structure (XYZ):
```
75
Properties=species:S:1:pos:R:3:forces:R:3
V -0.72580 -0.18554 0.79452 -0.9 0.8 -0.3
C -0.77686 0.84159 4.11772 0.0 0.0 0.1
C -1.21583 1.61022 2.89280 0.0 -0.1 -0.1
C -0.24752 2.29659 2.14127 0.0 0.1 0.0
C 1.20677 2.23871 2.53730 0.0 0.0 0.0
C -0.63794 3.13792 1.08924 0.0 0.1 0.0
C 0.41882 3.93468 0.36530 0.0 0.0 0.0
C -1.98813 3.26895 0.75429 0.1 0.0 0.0
C -2.39212 4.10437 -0.43813 0.0 0.0 -0.1
C -2.95581 2.59282 1.50544 0.1 0.0 0.0
C -4.42276 2.76538 1.20237 -0.1 0.0 0.0
C -2.57098 1.74528 2.54959 -0.1 0.0 0.0
C -3.63808 0.96896 3.28084 0.0 0.0 0.1
H -0.25257 -0.07887 3.85127 0.0 0.0 0.0
H -1.61373 0.59135 4.76196 0.0 0.0 0.0
H -0.09113 1.44807 4.71070 0.0 0.0 0.0
H 1.48353 3.13457 3.10344 0.0 0.0 0.0
H 1.85370 2.18961 1.66241 0.0 0.0 0.0
H 1.42517 1.36297 3.13670 0.0 0.0 0.0
H 0.94584 3.33066 -0.37911 0.0 0.0 0.0
H 1.17019 4.30575 1.06150 0.0 0.0 0.0
H -0.00176 4.79838 -0.14330 0.0 0.0 0.0
H -2.57928 5.14950 -0.17531 0.0 0.0 0.0
H -3.29831 3.72144 -0.90392 0.0 0.0 0.0
H -1.61636 4.10016 -1.20286 0.0 0.0 0.0
H -4.80052 1.95494 0.57014 0.0 0.0 0.0
H -4.62830 3.70598 0.69732 0.0 0.0 0.0
H -5.01553 2.75926 2.11624 0.0 0.0 0.0
H -4.14436 1.58390 4.03128 0.0 0.0 0.0
H -3.23286 0.09862 3.78932 0.0 0.0 0.0
H -4.39992 0.61097 2.58885 0.0 0.0 0.0
Br 3.48979 0.35416 -5.15634 0.0 0.0 0.0
C 3.70510 -1.16036 -4.02285 0.0 0.0 -0.1
C 3.31744 -2.40564 -4.48747 0.0 0.1 0.0
C 3.50714 -3.50791 -3.67101 0.1 0.1 0.0
C 4.04166 -3.35248 -2.39784 0.0 -0.3 -0.1
C 4.44989 -2.09811 -1.95292 -0.1 0.0 -0.2
C 4.27980 -0.99248 -2.77448 0.0 -0.1 0.1
N 4.30215 -4.56111 -1.65180 -0.1 0.1 0.5
N 3.91695 -4.68271 -0.47186 -0.2 0.4 -0.5
C 3.04873 -3.66743 0.09527 0.9 -0.6 -0.1
C 3.48894 -3.08233 1.26080 -0.2 0.2 0.3
C 2.80737 -2.01483 1.85718 0.3 -0.5 -0.2
C 1.63209 -1.56956 1.27060 -0.5 0.6 0.1
O 0.92361 -0.56835 1.69812 1.4 -0.2 0.6
C 1.12809 -2.24132 0.11128 0.3 -0.1 0.1
N -0.05470 -1.75433 -0.34678 -0.1 -0.8 -1.0
C -0.60100 -2.34647 -1.41583 0.3 0.4 0.6
C 0.01024 -3.43294 -2.05183 -0.3 -0.1 -0.3
C 1.20394 -3.92637 -1.61458 0.3 0.2 0.6
C 1.82719 -3.30477 -0.48881 -0.5 -0.1 -0.5
H 2.89114 -2.51806 -5.47433 0.0 0.0 0.0
H 3.23900 -4.49657 -4.01966 0.0 0.0 0.0
H 4.88966 -1.98096 -0.97257 0.0 0.0 0.0
H 4.59199 -0.01127 -2.44456 0.0 0.0 0.0
H 4.41076 -3.45559 1.69099 0.0 0.0 0.0
H 3.16771 -1.54102 2.75884 0.0 0.0 0.0
H -1.55157 -1.94809 -1.74545 0.0 0.0 0.0
H -0.48502 -3.89046 -2.89870 0.0 0.0 0.0
H 1.65788 -4.78253 -2.09559 0.0 0.0 0.1
C -3.13983 -2.28035 2.12140 0.0 -0.1 0.0
C -2.26917 -1.27295 1.45192 -0.4 -0.2 0.4
O -2.73999 -0.60540 0.50110 -0.6 -0.1 -0.2
H -4.19589 -2.16834 1.86503 0.0 0.0 0.0
H -2.98877 -2.25100 3.20054 0.0 0.0 0.0
H -2.78885 -3.26424 1.79312 0.0 0.0 0.0
N 0.33511 2.09156 -4.09390 0.0 -0.1 0.0
N -0.40052 1.59398 -3.02941 0.0 0.1 0.0
N -1.70459 1.46239 -3.08071 0.0 -0.1 0.0
C -1.96829 1.04040 -1.84996 0.0 0.1 0.0
N -0.85488 0.94472 -1.11572 0.3 0.0 0.0
N 0.14786 1.31088 -1.89088 0.0 0.0 0.0
H -0.19442 1.87323 -4.93125 0.0 0.0 0.0
H 1.21716 1.58301 -4.11632 0.0 0.0 0.0
H -2.94843 0.79483 -1.48199 0.0 0.0 0.0
```
Forces are in eV/Å.

Values from the calculation:
Multiplicity: 4
⟨S²⟩: 3.800
HOMO level (alpha / beta) in eV: -5.47 / -7.29
Relative energy (zero: lowest compared OMol25 entry of this formula, charge and spin) in kcal per mole: 0.0
Largest force on an atom in hartree/bohr: 0.0308

Atomic partial charges in e from the Mulliken method, atoms 1 to 6:
1 V -0.305
2 C -2.449
3 C 1.223
4 C 1.781
5 C -2.578
6 C 0.534

[2]
A 2-piece molecular cluster, CH2BrO2S overall in a non-equilibrium geometry, computed with wB97M-V/def2-TZVPD.

Structure (XYZ):
```
7
Properties=species:S:1:pos:R:3:forces:R:3
C 0.20689 -0.62846 -0.02267 -3.2 -2.0 -3.1
O -0.66915 1.66648 -1.08169 0.7 -0.5 1.6
O -0.75255 1.23245 1.39098 -1.2 0.2 1.4
S 0.06746 1.25830 0.18989 0.2 0.3 -2.9
Br 1.96255 -1.25868 0.30616 0.7 -0.3 0.0
H -0.52300 -1.18161 0.67991 1.2 1.0 -1.1
H -0.29219 -1.08847 -1.46257 1.5 1.3 4.0
```
Forces are in eV/Å.

Values from the calculation:
Multiplicity: 1
HOMO level in eV: -3.63
Relative energy (zero: lowest compared OMol25 entry of this formula, charge and spin) in kcal per mole: 44.5
Largest force on an atom in hartree/bohr: 0.0954
Total charge: -1

Atomic partial charges in e from the Mulliken method, atoms 1 to 6:
1 C -0.500
2 O -0.634
3 O -0.598
4 S 0.474
5 Br -0.189
6 H 0.258

[3]
C47H47ClN4O4P2STi as an isolated structure, computed with wB97M-V/def2-TZVPD.

Structure (XYZ):
```
107
Properties=species:S:1:pos:R:3:forces:R:3
Ti 0.12096 0.26954 0.22315 0.3 0.1 -0.4
N 0.99666 -1.46582 -1.14479 -0.1 0.2 0.0
C 0.79137 -1.63048 -2.57656 0.0 0.0 0.0
C 1.44064 -2.67819 -3.22155 0.0 0.0 0.0
C 1.30161 -2.83322 -4.58814 0.0 0.0 0.0
C 0.51645 -1.94020 -5.31188 0.0 0.0 0.0
C -0.13263 -0.90879 -4.66161 0.0 0.0 0.0
C -0.00267 -0.74134 -3.28057 0.1 0.0 0.0
P -0.91336 0.52158 -2.34132 0.0 0.0 0.0
C -0.72492 2.07437 -3.28240 0.0 0.0 0.0
C -1.34057 2.24057 -4.52800 -0.1 0.0 0.1
C -1.15840 3.40485 -5.25468 0.0 0.0 0.0
C -0.36470 4.42635 -4.74864 0.0 0.0 0.0
C 0.24616 4.27698 -3.51383 0.0 0.0 0.0
C 0.06883 3.10813 -2.78534 0.1 0.0 0.0
C -2.64034 0.01229 -2.67836 0.0 -0.1 0.0
C -3.68445 0.93440 -2.70295 0.0 0.0 0.0
C -4.98529 0.52245 -2.95146 0.0 0.0 0.0
C -5.25846 -0.81668 -3.19132 0.0 0.0 0.0
C -4.22372 -1.74235 -3.18264 0.0 0.0 0.0
C -2.92436 -1.33242 -2.92200 0.0 0.0 0.0
H 0.83639 -2.36720 -0.69756 0.0 0.0 0.0
H 1.98901 -1.28844 -1.00766 0.1 0.0 0.0
H 2.05951 -3.35910 -2.64716 0.0 0.0 0.0
H 1.80807 -3.64483 -5.09299 0.0 0.0 0.0
H 0.40891 -2.05500 -6.38183 0.0 0.0 0.0
H -0.75108 -0.23108 -5.23348 0.0 0.0 0.0
H -1.98855 1.47102 -4.92671 0.0 0.0 0.0
H -1.64068 3.51720 -6.21661 0.0 0.0 0.0
H -0.22684 5.33646 -5.31718 0.0 0.0 0.0
H 0.86419 5.06969 -3.11271 0.0 0.0 0.0
H 0.56200 3.00112 -1.83054 0.0 0.0 0.0
H -3.48726 1.98543 -2.53975 0.0 0.0 -0.1
H -5.78323 1.25286 -2.97637 0.0 0.0 0.0
H -6.27020 -1.13268 -3.41086 0.0 0.0 0.0
H -4.42396 -2.78275 -3.40992 0.0 0.0 0.0
H -2.12289 -2.05960 -2.94559 0.0 0.0 0.0
C 4.08044 -4.40445 -0.17598 0.0 0.0 0.0
C 2.85640 -4.65321 0.43390 0.0 0.0 0.0
C 2.17975 -3.62660 1.07410 0.0 0.0 0.0
C 2.72392 -2.34004 1.10739 0.0 0.0 0.0
C 3.95367 -2.09643 0.49948 0.0 0.0 0.0
C 4.62866 -3.13057 -0.13739 0.0 0.0 0.0
P 1.70232 -1.01700 1.82253 0.0 0.0 0.1
C 1.20372 -1.73326 3.41222 0.0 0.0 0.0
C -0.12896 -1.81235 3.80910 0.0 0.0 0.0
C -0.46282 -2.40919 5.01704 0.0 0.0 0.0
C 0.52760 -2.93438 5.83280 0.0 0.0 0.0
C 1.85651 -2.88354 5.43190 0.0 0.0 0.0
C 2.19319 -2.29657 4.22377 0.0 0.0 0.0
C 2.84465 0.35553 2.10248 0.0 0.0 0.0
C 3.63130 0.60372 3.19654 0.0 0.0 0.0
C 4.63223 1.59683 3.12413 0.0 0.0 0.0
C 4.88448 2.24174 1.94293 0.0 0.0 0.0
C 4.10889 1.97895 0.78713 0.0 0.0 0.0
C 4.41090 2.52314 -0.48752 0.0 0.0 0.0
C 3.67913 2.15283 -1.57717 0.0 0.0 0.0
C 2.53850 1.31990 -1.43640 0.0 0.0 0.0
C 2.15109 0.84799 -0.21026 -0.1 -0.1 0.2
C 3.01495 1.09243 0.89901 0.0 0.0 0.0
H 4.61272 -5.20780 -0.66791 0.0 0.0 0.0
H 2.43520 -5.64989 0.42148 0.0 0.0 0.0
H 1.23266 -3.82920 1.56411 0.0 0.0 0.0
H 4.39455 -1.10775 0.52497 0.0 0.0 0.0
H 5.58955 -2.93910 -0.59657 0.0 0.0 0.0
H -0.90564 -1.42339 3.16902 0.0 0.0 0.0
H -1.50091 -2.47181 5.31643 0.0 0.0 0.0
H 0.26500 -3.40039 6.77322 0.0 0.0 0.0
H 2.62891 -3.31585 6.05384 0.0 0.0 0.0
H 3.22613 -2.30639 3.89684 0.0 0.0 0.0
H 3.51024 0.03562 4.10968 0.0 0.0 0.0
H 5.24103 1.80297 3.99448 0.0 0.0 0.0
H 5.70223 2.94905 1.87342 0.0 0.0 0.0
H 5.25143 3.19847 -0.58848 0.0 0.0 0.0
H 3.94234 2.52275 -2.55997 0.0 0.0 0.0
H 1.95983 1.10865 -2.32935 0.0 0.0 0.0
C -4.32828 -0.22496 2.74076 0.0 0.0 -0.1
N -3.17391 -0.50792 1.88770 -0.1 -0.1 -0.1
C -3.01390 -1.39115 0.92312 0.0 0.0 0.0
S -1.42691 -1.67173 0.22663 -0.1 -0.1 0.0
N -3.96831 -2.16839 0.42084 0.0 0.1 0.0
C -5.42279 -2.06980 0.54894 0.0 0.0 0.0
H -3.94362 0.27651 3.62429 0.0 0.0 0.0
H -4.82277 -1.14042 3.04735 0.0 -0.1 0.0
H -5.03850 0.44111 2.25461 0.0 0.0 0.0
H -2.35381 0.05395 2.07760 0.1 0.0 0.0
H -3.63458 -2.79445 -0.29403 0.0 0.0 0.0
H -5.74094 -1.03272 0.56099 0.0 0.1 0.0
H -5.79279 -2.58830 1.43048 0.0 0.0 0.0
H -5.85240 -2.53808 -0.33239 0.0 0.0 0.0
N 0.04462 3.67672 3.84124 0.0 -0.1 0.1
C 0.54258 2.35640 3.36374 0.0 -0.1 0.1
C -0.68992 1.54876 2.96511 0.0 0.1 -0.2
O -1.75603 1.83016 3.48746 0.0 -0.1 0.0
O -0.52471 0.60138 2.10817 0.0 0.1 0.2
H -0.13949 4.23937 2.98895 0.0 0.0 -0.1
H 0.69697 4.16019 4.45354 0.0 0.0 0.0
H -0.85257 3.51253 4.31282 0.0 0.0 0.1
H 1.05391 1.83742 4.17388 0.0 0.0 0.0
H 1.22284 2.51352 2.53386 0.0 0.0 0.0
Cl -3.08007 2.05546 0.17364 0.0 0.1 0.1
C -2.09508 3.51691 -0.07531 0.1 0.0 0.0
C -0.72055 3.31047 0.53649 0.0 -0.1 0.0
O -0.25740 4.16971 1.27786 -0.1 0.1 -0.2
O -0.09734 2.22473 0.23067 -0.2 0.0 -0.1
H -2.00093 3.69232 -1.14635 0.0 0.0 0.0
H -2.59132 4.35379 0.40220 0.0 0.0 0.0
```
Forces are in eV/Å.

Values from the calculation:
Multiplicity: 1
HOMO level in eV: -12.73
Relative energy (zero: lowest compared OMol25 entry of this formula, charge and spin) in kcal per mole: 0.0
Largest force on an atom in hartree/bohr: 0.0098
Total charge: +2

Atomic partial charges in e from the Mulliken method, atoms 1 to 6:
1 Ti -1.166
2 N -0.218
3 C -0.420
4 C -0.218
5 C -0.829
6 C -0.946

[4]
A single C4H7NO2 molecule, computed with wB97M-V/def2-TZVPD.

Structure (XYZ):
```
14
Properties=species:S:1:pos:R:3:forces:R:3
O 0.75229 -0.65975 1.87737 -0.1 0.3 -0.1
C 0.98987 0.40650 1.37289 0.1 0.0 0.5
C 0.32000 -1.14166 -1.19900 0.3 -0.3 0.0
O -1.08805 -1.12701 -1.00613 -0.1 0.1 0.0
C -1.67194 -0.18455 -0.24730 -0.2 0.2 0.1
N -1.26605 0.82785 0.38760 -0.2 -0.3 -0.2
C 0.08712 1.25863 0.53714 0.1 0.0 0.0
H 0.82122 -1.22603 -0.22335 0.0 0.3 -0.7
H 1.96357 0.89998 1.51892 0.3 0.0 0.1
H 0.63268 -0.29800 -1.83640 0.0 -0.3 0.5
H 0.52347 -2.06511 -1.73358 0.0 0.0 -0.1
H -2.73883 -0.39230 -0.23676 0.0 0.0 0.0
H 0.64037 1.46655 -0.38621 -0.1 -0.1 -0.1
H 0.08187 2.21962 1.06269 0.0 0.1 0.0
```
Forces are in eV/Å.

Values from the calculation:
Multiplicity: 1
Structure (SMILES): CO/C=N\CC=O
HOMO level in eV: -9.68
Relative energy (zero: lowest compared OMol25 entry of this formula, charge and spin) in kcal per mole: 54.7
Largest force on an atom in hartree/bohr: 0.0147

Atomic partial charges in e from the Mulliken method, atoms 1 to 6:
1 O -0.462
2 C 0.016
3 C -0.569
4 O -0.352
5 C 0.242
6 N -0.519

[5]
A 2-piece molecular cluster, C6H8 overall, computed with wB97M-V/def2-TZVPD.

Structure (XYZ):
```
14
Properties=species:S:1:pos:R:3:forces:R:3
C 1.51440 0.56870 -0.01492 -0.4 -0.6 -0.1
C 2.00578 1.80633 0.02191 0.3 0.6 0.1
C -2.62813 0.91376 -0.07685 0.8 -0.1 0.0
C -1.62733 0.07004 0.06598 -0.7 0.1 0.0
C 0.97597 -0.54452 -0.04765 -0.3 0.7 0.0
C 0.81219 -1.98103 -0.03883 0.0 -0.3 0.0
H 2.28630 2.33287 -0.87564 0.0 0.0 -0.1
H 2.15402 2.30670 0.96518 0.0 0.1 0.1
H -2.48884 1.93599 -0.39001 0.1 0.2 -0.1
H -3.65666 0.61683 0.12385 0.1 -0.1 0.0
H -1.69357 -0.95158 0.38300 0.1 -0.4 0.1
H -0.05963 -2.29046 -0.61787 0.0 0.0 0.0
H 0.70758 -2.33959 0.98492 -0.1 -0.1 0.0
H 1.69791 -2.44404 -0.48307 -0.1 -0.1 0.0
```
Forces are in eV/Å.

Values from the calculation:
Multiplicity: 1
HOMO level (alpha / beta) in eV: -8.69 / -7.78
Relative energy (zero: lowest compared OMol25 entry of this formula, charge and spin) in kcal per mole: 126.1
Largest force on an atom in hartree/bohr: 0.0153

Atomic partial charges in e from the Mulliken method, atoms 1 to 6:
1 C 0.343
2 C -1.212
3 C -0.513
4 C -0.225
5 C 0.690
6 C -1.273

[6]
C5H10N2O as an isolated structure in a non-equilibrium geometry, computed with wB97M-V/def2-TZVPD.

Structure (XYZ):
```
18
Properties=species:S:1:pos:R:3:forces:R:3
C -1.81176 -0.51807 -0.67833 0.0 0.8 0.1
C -0.66638 -0.44365 0.32321 -1.0 -4.4 0.7
C 1.47741 -1.43513 0.08734 -1.2 0.3 -1.0
C -0.90565 -0.95190 1.58012 0.5 1.5 -1.0
N 0.60375 -0.59613 -0.33880 1.4 -0.8 0.6
H -1.66984 0.20127 -1.48852 -0.1 -0.1 0.0
H -2.76547 -0.30877 -0.18844 0.1 0.1 -0.1
H -1.88016 -1.51867 -1.11143 0.2 0.1 0.0
H 1.25252 -2.24653 0.78355 0.0 0.3 0.3
H 2.46545 -1.43156 -0.38100 -0.2 0.0 0.0
H -1.91681 -1.08307 1.94345 0.0 0.2 0.0
H -0.10806 -1.02224 2.30944 0.0 -0.2 -0.1
N 0.99021 2.17380 -1.14145 -0.1 0.0 -0.2
C 1.03499 1.71602 0.13215 -2.8 0.0 1.3
O 1.86734 1.99583 0.95669 -0.3 -0.4 -0.3
H 1.73788 2.77461 -1.46175 0.0 -0.3 0.0
H 0.47299 1.62996 -1.81732 0.2 0.2 0.2
H -0.17841 1.06422 0.49108 3.2 2.6 -0.8
```
Forces are in eV/Å.

Values from the calculation:
Multiplicity: 1
HOMO level in eV: -8.30
Relative energy (zero: lowest compared OMol25 entry of this formula, charge and spin) in kcal per mole: 87.7
Largest force on an atom in hartree/bohr: 0.0898

Atomic partial charges in e from the Mulliken method, atoms 1 to 6:
1 C -1.184
2 C 0.778
3 C -0.460
4 C -0.994
5 N -0.384
6 H 0.257